This record from the Open Molecules 2025 dataset describes a structure of composition C51H55O4ReS2. The level of theory is the ωB97M-V functional and the def2-TZVPD basis.

Energy relative to the best compared isomer or geometry (same formula, charge and spin): 3.1447 eV

```
! RIJCOSX wB97M-V def2-TZVPD def2/J DEFGRID3
* xyz 3 4
H -4.858 -1.862 1.973
H -2.648 -3.468 -5.620
C 6.057 3.748 -3.259
C 3.759 2.727 -2.005
H -2.131 0.704 2.771
H 3.890 2.861 0.837
C 2.392 4.433 -3.126
O 1.477 2.316 1.934
C 3.321 -1.802 0.246
H -0.663 -2.466 1.933
H -2.238 -2.601 4.044
H -5.492 -2.258 -0.252
C 0.246 -3.295 -3.906
H -1.414 -1.085 3.601
H -0.914 3.009 2.370
H -2.673 -0.090 -2.633
C -2.868 0.844 -0.417
H 3.599 -2.784 0.536
C -3.619 -0.603 -2.649
H 2.201 5.355 -3.706
C 1.792 -2.613 6.642
C -3.655 -1.393 -1.314
H 2.016 -2.365 -1.381
C 4.886 4.396 -3.558
C -2.691 -0.781 1.169
H 0.437 -4.255 -3.444
C -3.022 -2.822 -1.564
C 0.910 -0.954 -3.470
S 0.686 1.042 1.947
C 3.710 -0.628 0.939
Re -0.957 0.064 0.054
H -5.777 -1.689 -1.901
H 5.568 2.416 2.542
C 4.662 -0.765 1.944
C 3.449 0.701 0.355
H -4.446 4.117 1.336
H -1.353 -4.568 -6.142
C -3.033 -0.567 -0.213
H -4.387 -3.265 1.192
H -4.577 3.026 0.159
C -5.172 -1.510 -0.957
C 5.002 1.596 2.049
C -2.457 1.507 0.770
C 0.958 0.505 4.527
H -2.608 2.930 2.982
H -2.134 3.470 -1.272
H -4.235 -3.213 2.923
H -1.920 -2.837 -1.448
H 4.670 -1.840 2.323
C 4.997 2.243 -1.742
C 1.241 -0.296 5.676
H -3.219 -1.118 3.872
C 1.001 -0.004 3.260
H -3.681 -1.210 -3.549
H -2.196 4.804 -0.062
O -0.031 -1.189 -1.130
H 0.289 4.139 -2.941
C -0.892 -1.528 -5.112
H -0.523 0.454 -4.690
C 1.187 -1.345 3.062
C 5.412 0.212 2.431
C -4.116 -2.673 2.012
H -4.465 2.372 1.660
H -3.188 -2.974 -2.578
C -0.159 -0.593 -4.488
H 4.927 5.173 -4.341
H 2.554 -2.187 7.262
H 6.273 -0.030 3.049
C -1.599 -2.936 1.645
H -0.801 3.667 -0.092
C -0.621 -2.899 -4.861
C 2.612 0.767 -0.736
C 1.485 -1.677 5.487
S -0.107 1.462 -1.779
C 1.283 -2.225 4.176
O -1.118 1.766 -2.792
C 6.158 2.679 -2.380
C 3.779 3.895 -2.914
H 0.636 1.510 4.684
H -1.856 -4.600 -4.469
C 0.814 -0.457 -2.026
C 2.509 -1.619 -0.850
C 2.597 2.122 -1.457
H 5.251 1.464 -1.058
C 1.277 3.738 -2.634
C -4.078 3.149 1.012
C 4.066 1.827 1.093
H -4.474 0.086 -2.807
H -1.499 -3.149 0.542
H 1.207 -3.323 4.152
H 2.148 -3.651 6.261
C -1.659 -3.935 -5.312
C 2.059 -0.379 -1.283
H 7.084 2.118 -2.334
H -3.151 1.405 -1.262
H -3.419 -3.589 -0.942
C -2.366 -1.663 3.483
C -2.433 0.503 1.774
H 0.967 -2.884 7.275
H 1.211 0.068 6.717
C -1.961 3.336 2.273
H 6.911 4.034 -3.838
C -2.574 2.997 0.875
C -2.711 -2.018 2.042
H -1.689 -3.898 2.132
H -1.422 -1.067 -5.956
H -5.414 -0.533 -0.638
O 1.108 -2.366 -3.238
C 1.368 2.567 -1.864
H 1.292 -1.681 2.020
C -1.851 3.765 -0.243
H 1.776 -0.411 -3.843
H -1.953 4.400 2.455
*
```

This record from the Open Molecules 2025 dataset describes a cluster of 2 separate species, C51H57F4N2 in total. The level of theory is the ωB97M-V functional and the def2-TZVPD basis.

Energy relative to the best compared isomer or geometry (same formula, charge and spin): 1.1434 eV

```
! RIJCOSX wB97M-V def2-TZVPD def2/J DEFGRID3
* xyz 1 1
C 2.896 -4.178 0.757
H -2.355 -13.045 0.378
H 2.361 -6.847 -2.427
H -0.666 -8.153 -5.128
H 1.223 -10.114 -1.566
C -2.240 -6.794 0.291
H 4.033 -6.653 -2.936
F -3.032 1.389 -0.445
C 0.599 -1.467 1.250
C -0.653 -0.797 1.351
C 3.463 -0.471 -1.899
H -3.227 -12.620 -1.089
C -0.487 -12.529 -1.658
C -2.585 -12.216 -0.299
C 1.122 -8.560 2.988
C 3.794 -0.416 -0.540
C -1.288 -0.788 2.642
C -1.669 -10.320 -1.658
C 3.390 -6.805 -2.049
C -2.685 -10.681 -2.568
H -0.664 0.247 -0.592
H 0.198 -1.500 -1.443
C 5.085 -5.583 -0.712
C -2.632 -8.109 0.670
C -4.472 -6.405 -0.569
H 5.335 -4.649 -0.186
C -1.278 -11.555 -0.773
H -2.669 -6.549 -4.888
H 0.469 -6.445 -1.952
H 0.518 -11.135 0.435
C 1.236 -1.259 -1.179
H 3.660 -4.623 -3.083
H -4.444 -10.041 -3.643
H 2.193 -4.299 -2.147
C 1.557 -4.747 2.683
H 4.169 -0.221 -2.693
H 0.421 -12.053 -2.058
H 5.291 -6.418 -0.024
C -4.793 -7.737 -0.285
C 2.339 -3.846 1.985
C 2.901 -0.680 0.497
N 1.402 -7.474 0.313
H -0.989 -5.420 -1.813
H -5.782 -8.128 -0.543
H 3.185 -0.430 1.521
C -0.823 -6.479 0.355
H -0.781 -7.506 4.452
C -0.555 -11.287 0.528
C -1.227 -8.964 -1.662
H -4.169 -9.624 0.636
H -2.932 -11.740 -2.703
H -1.597 -5.172 -4.629
H 0.412 -8.834 2.200
C 1.576 -1.143 0.208
H -5.205 -5.736 -1.009
H 3.437 -3.412 0.197
C 1.033 -7.081 3.340
H -0.745 -1.161 3.516
F 5.079 -0.026 -0.229
C 2.186 -0.975 -2.167
H -0.176 -13.406 -1.075
H 2.135 -8.858 2.696
H 0.356 -6.699 -5.011
C 1.917 -6.840 4.578
H 2.974 -6.999 4.307
C -0.130 -7.498 -4.424
H 1.654 -7.524 5.398
H -1.017 -10.447 1.047
H 0.655 -8.091 -3.924
C 1.561 -6.083 2.276
H -0.545 -5.769 4.114
F -3.067 -0.126 4.055
H -1.060 -6.869 2.815
C 2.796 -5.463 0.223
F 1.854 -1.200 -3.492
H -0.696 -12.164 1.168
N -0.122 -8.581 -0.827
H -0.482 -5.464 0.544
H 0.839 -9.143 3.882
C -3.059 -8.412 -3.165
H 3.675 -7.769 -1.625
H 0.176 -5.170 -3.133
C -3.197 -5.923 -0.285
H 1.822 -5.808 4.947
C 3.284 -4.424 -2.064
H -3.162 -11.470 0.265
H 2.549 -2.870 2.418
H 1.012 -4.440 3.585
H -1.075 -12.887 -2.515
H 5.747 -5.678 -1.585
C -1.094 -6.891 -3.394
H -4.090 1.085 1.941
C -1.800 -8.073 -2.643
H -3.698 -7.664 -3.650
C -3.114 0.614 1.787
H 0.880 -1.917 2.222
H -2.811 -5.566 -3.392
C 0.054 -7.502 0.029
H -2.870 -4.915 -0.551
C 2.018 -6.385 0.976
C -3.894 -8.600 0.366
C -3.510 -9.727 -3.155
C 1.090 -9.249 -0.930
C 2.007 -8.591 -0.199
C -1.233 0.003 0.310
C -0.319 -5.937 -2.511
H -1.904 -8.735 1.215
C -2.485 -0.113 2.805
H 3.059 -8.771 -0.010
C 3.602 -5.610 -1.127
C -0.422 -6.779 3.703
H 3.740 -3.479 -1.745
C -2.451 0.632 0.554
C -2.112 -6.001 -4.120
*
```

This record from the Open Molecules 2025 dataset describes a cluster of 5 separate species, C51H58BBrCl2F32I2N2O6S in total. The level of theory is the ωB97M-V functional and the def2-TZVPD basis.

Total energy: -10246.97357 hartree

```
! RIJCOSX wB97M-V def2-TZVPD def2/J DEFGRID3
* xyz 0 1
H 1.776 -1.167 8.599
C 8.305 -4.966 -1.774
H -3.297 1.630 -1.756
C -0.560 2.820 -0.445
C 2.785 -4.702 -4.652
H -2.542 -1.074 -3.378
F -9.941 7.792 5.250
O 3.674 -2.501 -5.522
C 3.353 3.209 -2.128
C 3.351 0.566 -0.434
H -2.765 1.732 -3.553
H -6.951 2.878 2.460
C -11.349 7.368 3.345
F 9.776 -7.957 1.639
H -9.983 4.419 6.247
H -4.665 -0.321 -1.015
H -0.831 -0.321 -2.281
C -5.349 -2.162 -2.322
C -0.913 1.223 -0.634
H -5.326 -3.122 -1.645
H -5.506 3.192 1.240
F 8.599 -5.562 -4.019
C -11.064 7.165 4.838
I -0.102 6.620 -0.032
C 2.192 2.644 -1.188
C -7.345 -1.096 -0.786
H 2.870 -1.928 -8.093
H 3.518 -6.808 0.395
F 0.592 -0.907 10.172
H 1.967 2.191 7.295
F 4.135 -3.117 -9.078
F -10.399 6.791 2.572
F -0.565 1.097 4.475
C 8.803 -6.029 -2.749
C -7.611 0.518 -0.927
C 3.807 -3.688 0.483
C 3.141 4.334 -3.279
H -9.302 6.000 6.425
N 2.329 1.610 -0.117
C -7.639 1.309 0.489
H 10.634 -6.619 -3.649
C -2.001 0.689 6.306
H -7.056 6.207 5.129
C 0.709 3.291 -1.384
H -8.479 0.851 1.143
H 4.477 -4.406 -1.591
H -4.158 -0.281 -3.882
F -2.687 -0.309 5.692
H -5.275 2.124 2.769
F -12.076 7.695 5.569
H 0.853 2.217 2.945
H -8.573 0.696 -1.572
C 1.320 1.311 7.217
C -8.713 4.893 4.613
H -1.862 1.011 0.031
O -6.364 1.159 1.204
C 0.860 -0.633 8.867
H -6.518 -1.326 -0.011
C -1.163 0.800 -2.183
Cl 7.332 0.010 -2.342
H -3.473 -1.744 -1.145
N 4.256 4.839 -4.162
F 10.724 -6.069 -0.175
C 10.297 -6.382 -2.633
C -6.032 2.399 1.930
H 2.396 1.057 3.235
H 5.216 -6.107 0.694
H -2.528 1.631 6.130
H 2.725 -4.938 -1.080
H 1.022 0.609 2.021
H -6.718 0.928 -1.562
H 4.806 -3.862 -4.388
F -9.378 4.468 3.508
C 9.667 -8.177 0.303
C -6.872 -1.603 -2.272
F 8.446 -5.340 -0.486
F 8.069 -7.168 -2.654
H -7.645 -2.427 -2.596
C -2.729 1.043 -2.599
F -0.071 1.547 9.111
F 11.963 -7.840 -0.139
C 5.426 -1.881 -0.899
I -2.226 4.674 -4.491
F -11.360 8.688 3.028
O -11.000 5.793 5.203
F -6.815 5.457 3.306
C 3.773 -3.528 -4.528
F 1.656 -4.270 -5.271
H -0.525 1.387 -2.954
Br 2.187 -3.861 1.657
H -1.546 3.394 -0.727
F 8.412 -7.808 -0.049
O 0.207 1.767 6.440
H -2.820 7.956 -2.439
H 1.923 0.576 6.674
C 10.728 -7.387 -0.472
C -0.560 0.763 5.790
C 0.457 4.448 -2.489
F 5.192 -1.664 -6.903
F 2.063 1.295 9.436
H -3.242 7.262 -0.744
C -1.453 6.180 -1.738
H 10.908 -5.524 -2.336
H 8.829 -4.017 -1.920
B 2.517 2.208 1.260
O 10.620 -7.555 -1.878
F -8.200 7.063 3.746
H 9.768 -9.251 0.119
F 2.405 -5.041 -3.382
F 2.390 -6.923 -5.385
F 6.977 -4.735 -1.960
H 3.522 -3.016 -3.592
C -9.734 5.323 5.681
C 3.820 -4.831 -0.714
H -0.345 3.107 0.666
C -4.229 -1.095 -1.773
S 5.090 2.505 -1.865
C 3.059 -0.940 0.112
C 4.398 -6.244 -0.135
H -0.058 0.584 -0.138
F -0.163 -1.148 8.156
O 3.454 3.328 1.541
F 5.184 -3.804 -6.591
C 1.017 0.872 8.661
H 2.069 -1.123 0.718
C -2.873 6.960 -1.820
C 4.049 -2.179 -0.088
C 1.636 1.502 2.483
F 0.090 -0.419 5.869
H 4.724 -3.916 1.184
F 3.730 -5.728 -6.596
H -5.098 -2.552 -3.401
H 4.143 5.854 -4.357
H 4.191 -6.359 -4.768
H -3.733 6.279 -2.246
H 4.340 2.852 1.616
Cl 1.400 6.238 -4.763
C -7.659 5.938 4.257
H 4.127 4.357 -5.089
C 5.765 -0.418 -1.456
F 2.549 -3.865 -7.792
H 4.822 -6.950 -0.969
C 4.372 -2.734 -6.737
C -0.990 5.176 -2.718
C 3.341 -5.954 -5.325
C 1.671 4.950 -3.451
H -12.316 6.937 3.071
C -3.407 -0.382 -2.981
H -6.983 -0.739 -3.048
H 6.152 -2.790 -1.037
F -8.063 3.792 5.101
H -7.848 2.441 0.239
C 3.435 -2.853 -7.945
F -2.044 0.428 7.634
H -8.389 -1.557 -0.497
C 4.726 0.781 -1.220
*
```